The following is a quantum chemistry calculation of an isolated molecule of C8H18OS2, from the Open Molecules 2025 dataset.

Computed properties:
- ΔE to the lowest compared entry with this formula, charge and spin (kJ/mol) = 0.6
- charge = 0
- Kohn-Sham gap (Ha) = 0.350
- strongest force on any atom (eV/A) = 2.737
- DFT total energy (Ha) = -1187.20325
- M (g/mol) = 194.4
- LUMO level (eV) = 0.73

Structure (XYZ):
```
29
C8H18OS2 (the ωB97M-V functional and the def2-TZVPD basis)
S -0.72678 0.80118 0.25654
S 0.43911 -0.90872 0.38268
O 1.53101 -0.57586 -0.60449
C 0.39308 2.21740 0.68953
C -0.50810 -2.19264 -0.51298
C -0.72788 -1.75255 -1.97935
C 0.24048 -3.51721 -0.47371
C 1.43630 1.83904 1.73361
C -0.45985 3.38975 1.19736
C 1.09650 2.70563 -0.58336
C -1.87446 -2.48542 0.13934
H 0.90198 1.42054 2.62090
H 1.60522 1.85383 -1.06187
H 1.28396 -3.41731 -0.82124
H -1.22418 -2.53585 -2.59470
H -2.38362 -3.31682 -0.36990
H 1.97797 2.74955 2.04682
H 2.12244 1.10897 1.37045
H 0.27857 -3.94274 0.51442
H -1.73161 -2.79007 1.19435
H 0.20704 4.15228 1.54632
H -1.13477 3.03089 1.96942
H -2.56894 -1.66189 0.15840
H -1.07110 3.82074 0.42571
H 0.25380 -1.59023 -2.44666
H 1.83139 3.49824 -0.31956
H -0.25058 -4.22427 -1.13632
H -1.29210 -0.80584 -2.09017
H 0.35512 3.12938 -1.25155
```